1.
Entry from the Open Molecules 2025 dataset: 8 unconnected molecules or ions with the total composition C48H118N20O10P6 at a distorted geometry (ωB97M-V/def2-TZVPD).

```
202
Properties=species:S:1:pos:R:3:mulliken_charge:R:1
C 11.473 8.125 -0.830 -0.9228
N 11.137 6.850 -0.329 0.1290
C 12.364 6.177 -0.240 -1.1115
P 9.965 6.576 0.927 0.5712
O 8.653 7.140 0.512 -0.7644
N 10.041 4.864 1.115 0.2187
C 9.255 3.977 0.259 -1.0294
C 10.476 4.173 2.325 -0.8482
N 10.764 7.302 2.317 0.1135
C 9.902 7.678 3.444 -1.0439
C 12.174 7.070 2.757 -1.1220
H 12.012 8.056 -1.775 0.3187
H 12.181 8.615 -0.162 0.3194
H 10.627 8.811 -0.870 0.2967
H 12.157 5.129 -0.022 0.2953
H 13.148 6.454 0.464 0.3040
H 12.878 5.963 -1.177 0.4280
H 9.908 3.105 0.226 0.3776
H 8.356 3.688 0.805 0.3133
H 8.957 4.353 -0.719 0.2803
H 9.709 3.467 2.643 0.3673
H 11.460 3.757 2.109 0.2626
H 10.589 4.977 3.052 0.1828
H 8.918 7.901 3.032 0.3162
H 9.883 6.844 4.145 0.3549
H 10.249 8.492 4.081 0.3519
H 12.160 6.843 3.823 0.3879
H 12.863 7.859 2.453 0.2785
H 12.634 6.216 2.260 0.3745
C 0.725 -9.998 -7.917 -1.0498
N 1.315 -10.758 -6.819 0.3042
C 2.722 -10.787 -6.866 -0.9331
P 0.323 -11.790 -5.752 0.4257
O -0.421 -12.755 -6.532 -0.7998
N 1.539 -12.532 -4.779 0.1912
C 2.233 -11.865 -3.614 -0.7559
C 2.166 -13.842 -5.199 -1.0318
N -0.578 -10.704 -4.825 0.1841
C -0.115 -9.381 -4.483 -1.1812
C -1.679 -11.180 -3.944 -0.9558
H 0.276 -10.703 -8.617 0.2947
H 1.331 -9.228 -8.396 0.3894
H -0.106 -9.424 -7.508 0.3115
H 3.110 -9.907 -7.380 0.3554
H 3.053 -11.695 -7.371 0.3315
H 3.252 -10.862 -5.916 0.2017
H 3.272 -11.593 -3.799 0.3287
H 1.682 -10.934 -3.472 0.1128
H 2.336 -12.412 -2.678 0.2979
H 3.214 -13.666 -5.442 0.3019
H 2.068 -14.596 -4.417 0.3504
H 1.490 -14.144 -5.999 0.3070
H -0.818 -8.562 -4.634 0.2903
H 0.218 -9.327 -3.447 0.4010
H 0.805 -9.200 -5.038 0.3871
H -2.498 -10.485 -3.757 0.3238
H -1.268 -11.396 -2.958 0.3018
H -1.985 -12.056 -4.516 0.3156
C -0.009 -0.431 -3.531 -1.1007
N -0.596 0.815 -3.033 0.2726
C 0.043 1.986 -3.614 -1.1225
P -1.592 0.776 -1.588 0.3599
O -1.815 -0.602 -1.117 -0.8142
N -0.823 1.750 -0.476 0.3447
C -0.768 3.243 -0.585 -0.9504
C 0.045 1.297 0.598 -1.0946
N -3.037 1.681 -1.933 0.1576
C -4.256 1.813 -1.105 -1.1088
C -3.208 2.591 -3.112 -1.1901
H 1.078 -0.398 -3.607 0.3536
H -0.228 -0.730 -4.556 0.3200
H -0.287 -1.292 -2.922 0.3261
H 0.981 2.190 -3.098 0.2999
H -0.577 2.868 -3.452 0.3595
H 0.099 1.919 -4.701 0.3657
H -1.595 3.637 0.005 0.3181
H 0.174 3.773 -0.440 0.3536
H -0.998 3.545 -1.606 0.2110
H -0.126 1.907 1.485 0.3865
H -0.299 0.285 0.812 0.3251
H 1.082 1.222 0.269 0.3045
H -4.799 2.754 -1.197 0.3589
H -4.891 1.028 -1.516 0.3929
H -4.183 1.457 -0.077 0.3350
H -2.507 2.400 -3.926 0.3580
H -2.973 3.568 -2.692 0.4150
H -4.207 2.944 -3.367 0.4631
C 5.512 5.938 10.160 -1.0698
N 6.460 5.859 11.263 0.1648
C 6.541 4.404 11.900 -0.8788
P 6.817 7.399 11.997 0.5065
O 7.069 8.422 10.958 -0.7991
N 5.513 7.588 13.097 0.2827
C 5.513 6.978 14.402 -1.1522
C 4.295 8.362 12.731 -1.0958
N 8.301 7.154 12.956 0.1242
C 9.421 6.672 12.101 -1.1314
C 8.623 8.054 14.112 -0.8234
H 5.396 5.026 9.574 0.3384
H 5.698 6.774 9.484 0.3183
H 4.497 5.967 10.555 0.3494
H 6.446 3.613 11.156 0.3877
H 5.900 4.343 12.780 0.2714
H 7.550 4.289 12.294 0.2703
H 4.503 6.670 14.672 0.3235
H 6.270 6.195 14.455 0.4010
H 5.808 7.640 15.216 0.2782
H 4.088 9.238 13.346 0.3967
H 4.656 8.913 11.863 0.3368
H 3.368 7.794 12.659 0.2965
H 8.990 6.176 11.232 0.3538
H 9.856 7.493 11.532 0.3638
H 10.059 5.933 12.585 0.3433
H 9.366 7.613 14.776 0.3461
H 7.754 8.231 14.745 0.1789
H 8.933 9.084 13.931 0.3183
C 5.444 3.392 -13.059 -0.9943
N 5.216 2.197 -12.151 0.1897
C 5.107 2.527 -10.680 -1.0788
P 4.807 0.616 -12.660 0.5434
O 4.875 -0.347 -11.487 -0.8457
N 3.243 0.770 -13.341 0.1540
C 2.921 1.569 -14.569 -1.0343
C 2.140 -0.250 -12.975 -1.0058
N 5.814 0.349 -14.035 0.2977
C 5.647 -0.767 -14.950 -1.0370
C 7.258 0.646 -13.865 -1.2668
H 5.913 3.138 -14.010 0.3456
H 6.163 3.981 -12.490 0.3879
H 4.530 3.950 -13.258 0.2221
H 4.993 1.708 -9.971 0.3286
H 4.269 3.203 -10.512 0.3139
H 6.068 2.958 -10.397 0.3629
H 2.327 1.007 -15.290 0.4102
H 2.358 2.477 -14.357 0.2554
H 3.860 1.768 -15.087 0.3509
H 1.516 -0.415 -13.853 0.3374
H 2.638 -1.213 -12.853 0.3462
H 1.627 -0.216 -12.014 0.3138
H 4.709 -1.322 -14.917 0.3151
H 5.707 -0.410 -15.978 0.3162
H 6.406 -1.533 -14.789 0.3300
H 7.401 1.548 -13.269 0.3458
H 7.628 1.045 -14.810 0.4608
H 7.951 -0.176 -13.685 0.3351
C -9.433 -6.817 2.161 -1.0926
N -10.412 -7.703 2.766 0.3309
C -9.880 -8.751 3.544 -0.9332
P -11.951 -7.800 2.060 0.2979
O -12.340 -6.939 0.902 -0.8086
N -12.261 -9.454 1.852 0.2764
C -13.660 -9.864 1.870 -1.0378
C -11.422 -10.431 1.110 -0.9531
N -12.901 -7.460 3.423 0.2939
C -13.016 -8.295 4.688 -1.4206
C -13.805 -6.289 3.470 -1.1003
H -8.788 -7.339 1.454 0.3757
H -8.593 -6.491 2.775 0.3577
H -9.812 -5.947 1.626 0.3143
H -9.318 -9.502 2.989 0.3705
H -10.617 -9.230 4.187 0.1442
H -9.130 -8.478 4.287 0.3532
H -14.292 -9.253 1.225 0.2643
H -13.728 -10.938 1.696 0.4353
H -13.976 -9.742 2.906 0.2990
H -11.612 -11.463 1.404 0.4551
H -11.429 -10.332 0.025 0.2653
H -10.424 -10.421 1.548 0.2078
H -14.091 -8.370 4.853 0.5428
H -12.619 -9.303 4.569 0.4894
H -12.638 -7.779 5.570 0.2576
H -14.799 -6.500 3.076 0.3169
H -13.368 -5.422 2.974 0.2776
H -14.051 -6.026 4.498 0.4202
O -3.136 6.432 10.179 -0.5174
N -3.221 5.280 10.498 0.8265
O -2.682 4.313 9.889 -0.5376
C -3.990 4.999 11.729 0.4706
C -3.874 5.937 12.757 -0.4400
C -4.637 5.774 13.893 -0.2855
C -5.472 4.692 14.016 -0.5511
C -5.471 3.727 13.017 -0.2893
C -4.732 3.855 11.887 -0.5390
H -3.276 6.826 12.619 0.3781
H -4.676 6.503 14.689 0.3538
H -6.127 4.611 14.871 0.3838
H -5.971 2.773 13.102 0.3343
H -4.672 3.136 11.084 0.4129
O -14.134 2.156 -1.975 -0.5818
N -14.257 2.924 -2.905 0.9703
O -13.483 3.814 -3.197 -0.5938
C -15.501 2.903 -3.622 0.0443
C -16.504 1.957 -3.410 -0.1800
C -17.703 1.912 -4.196 -0.4458
C -17.890 2.896 -5.086 -0.3337
C -16.894 3.876 -5.337 -0.4978
C -15.661 3.819 -4.685 -0.2726
H -16.530 1.236 -2.607 0.3787
H -18.394 1.109 -3.984 0.3862
H -18.885 3.025 -5.484 0.3392
H -17.066 4.734 -5.970 0.3602
H -14.814 4.426 -4.969 0.4266
```

Results
Max |F| in eV Å⁻¹: 4.47
Total charge: 0
Kohn-Sham gap in eV: 7.62
SMILES: CN(C)P(=O)(N(C)C)N(C)C.CN(C)P(=O)(N(C)C)N(C)C.CN(C)P(=O)(N(C)C)N(C)C.CN(C)P(=O)(N(C)C)N(C)C.CN(C)P(=O)(N(C)C)N(C)C.CN(C)P(=O)(N(C)C)N(C)C.O=[N+]([O-])c1ccccc1.O=[N+]([O-])c1ccccc1
2S+1: 1
HOMO level in eV: -8.1

2.
Entry from the Open Molecules 2025 dataset: a molecular structure, C48H120F2N9O20S2Tl at a distorted geometry (ωB97M-V/def2-TZVPD).

```
202
Properties=species:S:1:pos:R:3:mulliken_charge:R:1
Tl 18.873 15.216 16.927 1.0910
N 15.874 16.312 15.158 -0.0615
S 14.652 15.211 15.187 0.8089
O 13.606 15.472 14.248 -0.5330
O 14.163 15.094 16.567 -0.7498
F 15.290 13.821 14.853 -0.0228
S 16.705 16.678 13.807 -0.1031
O 15.886 17.238 12.783 -0.1803
O 17.696 15.684 13.489 -0.2506
F 17.464 17.836 14.401 -0.1893
C 14.167 10.453 14.472 -0.7610
O 13.731 10.823 15.766 -0.2631
C 14.697 10.611 16.763 0.2965
C 13.984 10.474 18.068 -1.2236
N 13.500 11.758 18.665 0.4722
C 12.980 11.582 20.008 -0.9698
C 12.690 12.851 20.744 -0.3549
O 11.510 13.558 20.173 0.0007
C 10.541 13.985 21.141 -1.1199
H 14.906 11.165 14.092 0.2197
H 13.348 10.393 13.749 0.2585
H 14.681 9.462 14.516 0.3667
H 15.432 11.422 16.814 -0.3127
H 15.294 9.694 16.472 0.5034
H 14.627 9.971 18.806 0.5312
H 13.092 9.814 17.968 0.2850
H 12.847 12.209 18.014 -0.2848
H 13.775 11.081 20.548 0.5703
H 12.092 10.930 20.098 0.2168
H 13.558 13.518 20.682 -0.1505
H 12.501 12.778 21.793 0.7166
H 10.124 13.170 21.751 0.3592
H 9.762 14.537 20.600 0.3362
H 10.931 14.638 21.955 0.3639
C 14.586 26.814 10.457 -0.6979
O 14.561 25.456 9.957 -0.2610
C 15.278 25.159 8.772 -0.5976
C 14.621 24.041 7.962 -0.7224
N 14.787 22.805 8.718 0.0451
C 14.170 21.587 8.218 -0.9242
C 14.940 20.485 9.011 -0.6216
O 14.937 20.597 10.440 -0.2058
C 16.253 21.014 10.957 -0.8162
H 15.514 27.056 10.989 0.2887
H 13.720 26.858 11.148 0.1984
H 14.544 27.554 9.624 0.3024
H 16.284 24.794 8.925 0.2671
H 15.441 26.059 8.164 0.4293
H 15.259 24.005 7.066 0.3730
H 13.601 24.254 7.671 0.3692
H 14.422 22.971 9.635 0.1221
H 14.511 21.325 7.181 0.3867
H 13.064 21.564 8.282 0.3471
H 15.946 20.589 8.658 0.3872
H 14.673 19.469 8.698 0.5007
H 16.913 20.174 11.183 0.0732
H 16.093 21.730 11.761 0.2761
H 16.770 21.542 10.149 0.4104
C 10.738 21.166 12.378 -0.3814
O 11.179 19.854 11.862 -0.5464
C 12.537 19.759 12.020 0.0022
C 13.055 18.696 11.205 -0.3351
N 12.163 18.045 10.508 0.0410
C 12.467 16.686 9.992 -0.1744
C 11.432 15.739 10.640 -0.1935
O 11.508 14.671 9.694 -0.3482
C 11.038 13.394 10.154 -0.7491
H 11.147 21.983 11.710 0.2731
H 11.060 21.311 13.428 0.0430
H 9.680 21.198 12.321 0.3647
H 12.827 19.461 13.082 0.1092
H 13.057 20.686 11.774 0.5199
H 6.382 11.329 12.518 0.1034
H 14.126 18.460 11.182 0.4547
H 11.214 18.376 10.557 0.3624
H 13.533 16.421 10.259 -0.1004
H 12.327 16.675 8.920 0.3814
H 10.481 16.270 10.767 0.2179
H 11.745 15.419 11.652 0.1887
H 10.673 12.849 9.235 0.2743
H 10.250 13.433 10.917 0.3430
H 11.920 12.793 10.463 0.2093
C 18.872 12.377 19.701 -0.9432
O 18.549 12.489 18.323 0.1946
C 18.908 11.373 17.533 -0.8349
C 18.541 11.553 16.078 -0.4082
N 19.425 12.622 15.509 0.0212
C 19.307 12.898 14.062 -0.1352
C 20.427 13.794 13.636 -0.8773
O 20.575 14.814 14.653 -0.0665
C 21.388 15.918 14.208 -0.7771
H 18.557 13.281 20.160 0.1807
H 19.950 12.153 19.810 0.3203
H 18.306 11.514 20.077 0.3188
H 18.395 10.504 17.943 0.4223
H 19.979 11.184 17.594 0.4289
H 17.482 11.853 15.907 -0.0037
H 18.684 10.547 15.700 0.3772
H 20.370 12.270 15.688 0.1551
H 18.394 13.454 13.810 -0.0793
H 19.235 12.013 13.396 0.4097
H 20.168 14.242 12.653 0.2898
H 21.358 13.199 13.520 0.4552
H 21.468 16.579 15.093 0.0654
H 21.030 16.438 13.345 0.2567
H 22.421 15.584 14.034 0.3271
C 8.459 12.050 17.597 -0.6172
O 9.209 12.659 16.586 -0.4638
C 10.078 13.622 16.984 0.2912
C 9.605 15.064 17.081 -0.1174
N 10.332 15.909 17.695 0.2184
C 11.690 15.803 18.232 1.6252
C 11.823 16.786 19.396 -0.3548
O 11.298 18.010 19.008 -0.3633
C 11.735 19.068 19.830 -0.4611
H 9.096 12.032 18.484 0.2406
H 8.174 11.092 17.242 0.2658
H 7.577 12.642 17.779 0.2842
H 10.901 13.597 16.273 0.3282
H 10.536 13.449 17.990 -0.2928
H 8.547 15.273 16.903 0.4903
H 9.442 16.698 12.619 0.0298
H 9.778 16.748 17.826 0.2817
H 12.375 16.072 17.418 -0.0089
H 11.789 14.757 18.538 -1.4126
H 12.902 16.852 19.631 0.0251
H 11.360 16.433 20.339 0.4168
H 11.400 19.032 20.875 0.3042
H 11.423 19.974 19.402 0.0996
H 12.834 19.138 19.762 0.1775
C 8.064 22.566 15.184 -0.8641
O 9.425 22.098 14.901 -0.2817
C 10.397 22.721 15.748 -0.8883
C 11.029 21.656 16.664 -0.6766
N 12.431 21.261 16.386 0.2530
C 13.465 22.242 16.845 -0.7605
C 14.843 21.636 17.100 -0.4975
O 15.168 21.073 15.807 -0.2360
C 16.438 20.470 15.683 -0.1600
H 8.004 23.571 14.769 0.3537
H 7.887 22.593 16.250 0.3516
H 7.336 21.924 14.669 0.2270
H 9.928 23.527 16.284 0.5239
H 11.218 23.110 15.207 0.3904
H 10.355 20.816 16.536 0.3421
H 10.940 21.919 17.723 0.4511
H 12.487 21.165 15.378 -0.1411
H 12.978 22.705 17.726 0.5280
H 13.598 23.000 16.047 0.2421
H 14.848 20.949 17.900 0.2338
H 15.574 22.454 17.320 0.3706
H 16.577 20.199 14.630 0.1269
H 16.599 19.646 16.440 -0.1377
H 17.268 21.173 15.887 0.4021
C 15.693 14.763 19.654 -0.6160
O 16.621 15.625 18.998 0.3521
C 16.231 16.975 19.191 -1.0159
C 17.158 17.890 18.513 0.4364
N 18.486 17.572 18.857 -0.0028
C 19.418 18.477 18.218 -0.5147
C 20.776 17.970 18.554 -0.9992
O 20.979 16.765 17.977 0.0163
C 22.150 16.162 18.449 -1.0450
H 14.675 14.920 19.280 -0.3037
H 15.672 14.960 20.737 0.5203
H 16.046 13.740 19.393 0.2400
H 16.201 17.136 20.272 0.5084
H 15.215 17.097 18.831 -0.0725
H 16.887 18.936 18.777 0.5001
H 16.963 17.801 17.426 -0.8973
H 18.674 17.609 19.855 0.2357
H 19.370 19.525 18.620 0.3709
H 19.143 18.552 17.175 0.2336
H 20.861 17.926 19.643 0.4294
H 21.538 18.673 18.244 0.4904
H 22.304 15.287 17.894 0.2550
H 22.054 15.883 19.502 0.3441
H 23.062 16.735 18.395 0.3692
C 20.942 19.215 7.781 -0.8120
O 20.407 18.350 8.760 -0.3064
C 19.060 18.111 8.593 -0.3950
C 18.636 16.885 9.395 -0.0963
N 17.390 16.375 8.914 -0.1845
C 16.595 15.750 9.951 0.0900
C 17.197 14.553 10.629 0.2342
O 17.481 13.431 9.849 -0.4658
C 16.348 12.611 9.546 -0.5677
H 22.019 19.291 8.065 0.2304
H 20.389 20.138 7.735 0.3201
H 20.883 18.837 6.778 0.3434
H 18.841 17.902 7.533 0.3649
H 18.479 18.984 8.881 0.0091
H 18.444 17.125 10.425 0.0824
H 19.518 16.187 9.432 0.1856
H 17.469 15.847 8.043 0.3265
H 15.629 15.331 9.592 0.1725
H 16.317 16.529 10.661 -0.3063
H 16.467 14.332 11.442 0.4450
H 18.123 14.802 11.114 -0.3087
H 15.394 13.185 9.701 0.1416
H 16.368 11.682 10.136 0.2621
H 16.350 12.303 8.525 0.3069
```

Results
Max |F| in eV Å⁻¹: 3.71
Total charge: +2
Kohn-Sham gap in eV: 2.34
2S+1: 1
HOMO level in eV: -11.1